ORCA calculation (ωB97M-V/def2-TZVPD) on a cluster of 5 separate species, H10O4S2 in total at a distorted geometry.

The total energy comes out at -30022.686 eV. For the highest occupied orbital energy, the calculation gives -8.263 eV. Its SMILES is SS.O.O.O.O. Its energy above the lowest of the compared OMol25 structures with the same formula, charge and spin is 10.64 kcal per mole. For the largest force on an atom, the calculation gives 1.85 eV/Å. Its LUMO energy is 0.20 eV.

CARTESIAN COORDINATES (ANGSTROEM)
H1 0.1255 -1.6271 0.5094
H2 2.1956 -4.0762 -0.4972
H3 1.2839 -3.4996 -1.5473
O1 1.5227 -3.3960 -0.6209
H4 -1.8175 -0.9267 1.5198
H5 2.4620 -1.6286 0.0324
H6 -2.0758 1.1867 0.0961
H7 3.5850 -0.9981 0.8832
S1 -0.0097 1.5697 -1.3639
O2 -2.7029 -0.9229 1.1198
O3 2.9638 -0.8171 0.1731
O4 0.1141 -1.1395 1.3440
S2 -1.1921 2.1835 0.2602
H8 -3.0427 -1.7282 1.4433
H9 0.6469 -0.3675 1.0976
H10 0.7195 2.6882 -1.3973